Computed, not measured: a structure of composition C32H33N7O3S5Y, with the ωB97M-V functional and the def2-TZVPD basis.

Results
2S+1 ... 2
Expectation value of S² ... 0.763
Energy above the lowest of the compared OMol25 structures with the same formula, charge and spin ... 0.0 kJ/mol
Orbital gap (alpha / beta) ... 4.215 / 5.407 eV
Net charge ... -2
E_tot ... -3877.71153 Eh

Each line ends with the Mulliken charge.
CARTESIAN COORDINATES (ANGSTROEM)
1 Y -0.35059 0.06706 -0.42949  0.038
2 C -1.85761 -3.38213 -1.08953  -1.313
3 N -2.39946 -2.03159 -0.88399  1.681
4 C -3.23053 -1.67429 -2.03633  -1.168
5 C -3.12125 -2.05931 0.37452  -0.202
6 C -4.42349 -2.53020 0.43511  -0.538
7 C -5.07340 -2.75656 1.64332  -1.048
8 C -4.35462 -2.55289 2.81334  -0.821
9 C -3.05681 -2.06660 2.76766  -1.011
10 C -2.41382 -1.72603 1.55379  0.000
11 N -1.14775 -1.18837 1.47345  1.498
12 C -0.58487 -0.60732 2.61354  -0.373
13 C -1.28199 0.19950 3.51822  0.052
14 C -0.62722 0.86871 4.54546  -1.066
15 C 0.75087 0.75352 4.68717  -0.769
16 C 1.45932 -0.06093 3.80848  -0.212
17 C 0.81117 -0.74571 2.78569  0.008
18 N 1.50835 -1.53894 1.83407  1.357
19 C 2.94778 -1.38751 1.79871  -1.594
20 C 1.14588 -2.95574 1.84933  -1.220
21 H -2.66855 -4.12294 -1.07164  0.428
22 H -1.34739 -3.43573 -2.04963  0.429
23 H -1.13735 -3.61953 -0.30976  0.052
24 H -3.98052 -2.44647 -2.25961  0.390
25 H -3.72080 -0.72172 -1.85729  0.322
26 H -2.58828 -1.57044 -2.90612  0.174
27 H -4.95140 -2.73830 -0.48750  0.251
28 H -6.10084 -3.10040 1.66231  0.382
29 H -4.80594 -2.76849 3.77649  0.364
30 H -2.52094 -1.91496 3.69355  0.461
31 H -2.33881 0.36355 3.34871  0.541
32 H -1.19533 1.50975 5.21370  0.377
33 H 1.27419 1.28363 5.47490  0.386
34 H 2.53443 -0.15139 3.91320  0.378
35 H 3.43592 -1.84693 2.67435  0.326
36 H 3.32366 -1.87718 0.90023  0.274
37 H 3.22892 -0.34123 1.74494  0.496
38 H 1.62480 -3.46818 2.69895  0.313
39 H 0.06941 -3.07048 1.92257  0.137
40 H 1.48258 -3.43062 0.92531  0.402
41 O -0.57401 -0.25566 -2.68479  -0.197
42 N -0.02372 -1.05943 -3.55844  0.241
43 C -0.31364 -0.82353 -4.85610  -0.325
44 C 0.19640 -1.59943 -5.85995  -0.721
45 C 1.04626 -2.65576 -5.51577  -0.258
46 C 1.34121 -2.87751 -4.19758  -0.935
47 C 0.81371 -2.07234 -3.16001  0.247
48 S 1.16963 -2.28313 -1.51653  -0.277
49 H -0.96351 0.02537 -5.00458  0.449
50 H -0.05664 -1.37283 -6.88707  0.386
51 H 1.47458 -3.29100 -6.28345  0.341
52 H 2.00358 -3.67860 -3.89638  0.429
53 O -3.96500 6.53083 -0.23379  -0.682
54 C -3.43253 5.45091 -0.42804  0.589
55 S -4.03610 3.92159 0.19293  -0.154
56 C -2.74926 2.87559 -0.42204  0.184
57 C -1.74431 3.47910 -1.09031  -0.089
58 S -0.34552 2.72378 -1.76774  -0.403
59 S -1.89550 5.23883 -1.26184  -0.207
60 S -2.93076 1.16527 -0.13257  -0.438
61 N 6.31900 3.71069 -0.59366  -0.503
62 C 5.81672 2.77078 -1.52813  0.453
63 O 6.48361 2.55350 -2.55900  -0.765
64 C 4.58455 2.13899 -1.19050  0.780
65 C 3.91252 1.28834 -2.12426  -1.274
66 C 2.71908 0.71326 -1.80300  -0.275
67 N 2.06846 0.86096 -0.59987  0.923
68 C 2.70793 1.68000 0.28571  -1.031
69 C 3.90297 2.29878 0.06163  -1.171
70 H 7.01029 4.29657 -1.02940  0.266
71 H 5.61055 4.24016 -0.10952  0.177
72 H 4.35640 1.11565 -3.09803  0.427
73 H 2.22435 0.08695 -2.53301  0.277
74 H 2.22531 1.80536 1.24451  0.577
75 H 4.33283 2.88643 0.86592  0.217
76 C -0.71869 4.27539 2.20361  -1.338
77 C -0.37543 2.94989 1.70228  0.037
78 N -0.10174 1.91151 1.31654  1.079
79 H -1.48068 4.18429 2.97716  0.267
80 H -1.10130 4.88565 1.38633  0.154
81 H 0.17069 4.74821 2.61857  0.364

Force components x, y, z for each atom (eV/Å):
Y 0.26 0.19 -0.46
C 0.01 0.10 -0.04
N -0.12 0.13 0.08
C 0.01 -0.11 0.07
C -0.06 -0.11 -0.11
C 0.01 -0.01 0.01
C 0.07 0.04 0.05
C 0.09 0.02 -0.09
C -0.08 0.02 -0.06
C 0.22 0.07 0.23
N -0.43 0.13 0.05
C -0.16 -0.35 -0.02
C 0.12 0.10 0.12
C 0.04 -0.02 -0.08
C -0.13 -0.06 -0.03
C 0.04 0.04 0.00
C 0.13 -0.11 -0.01
N -0.02 0.00 -0.06
C -0.03 -0.09 -0.04
C 0.08 0.06 0.05
H -0.06 -0.04 -0.01
H 0.03 0.02 0.00
H 0.00 0.01 0.03
H -0.02 -0.03 -0.02
H -0.01 0.04 0.04
H 0.08 0.03 -0.05
H 0.03 0.01 0.02
H 0.03 0.01 0.01
H 0.02 0.01 0.00
H -0.01 -0.01 0.03
H 0.01 -0.01 0.01
H 0.03 -0.03 -0.04
H -0.01 0.00 -0.02
H -0.07 0.01 0.01
H 0.03 -0.02 0.03
H 0.00 -0.01 -0.03
H 0.00 0.09 -0.02
H 0.01 0.00 0.04
H -0.03 0.04 -0.01
H 0.02 0.04 0.04
O 0.13 -0.07 0.13
N 0.06 -0.08 0.02
C 0.00 -0.03 -0.15
C -0.02 0.03 -0.07
C 0.01 -0.05 -0.05
C 0.03 -0.02 0.08
C 0.07 -0.06 0.02
S -0.04 0.13 0.01
H -0.01 0.01 0.05
H 0.01 -0.01 0.06
H -0.02 0.04 0.04
H -0.04 0.05 0.00
O 0.03 -0.24 -0.17
C 0.09 0.24 0.30
S -0.02 -0.03 -0.08
C -0.08 -0.04 0.00
C 0.01 0.07 -0.01
S 0.00 0.00 0.01
S -0.04 -0.05 -0.07
S -0.07 0.06 0.17
N 0.02 -0.12 0.12
C 0.07 0.02 -0.15
O -0.09 0.05 0.15
C -0.18 -0.13 0.02
C 0.07 0.07 0.13
C -0.05 0.10 0.25
N -0.05 0.08 -0.14
C -0.01 -0.27 -0.15
C 0.14 0.02 -0.20
H 0.09 0.09 -0.10
H -0.03 0.04 0.00
H -0.04 0.02 0.08
H -0.03 0.00 0.02
H -0.06 0.00 0.04
H -0.04 -0.04 -0.02
C 0.04 -0.17 -0.02
C -0.09 0.42 0.22
N 0.00 -0.26 -0.18
H 0.01 -0.02 -0.03
H -0.01 -0.03 -0.06
H 0.00 -0.02 0.01